The following is a quantum chemistry calculation of a 3-piece molecular cluster, C18H50FN7O5P2S overall at a distorted geometry, from the OMol25 dataset.

E_tot: -72275.7437 eV
SMILES: CN(C)P(=O)(N(C)C)N(C)C.CN(C)P(=O)(N(C)C)N(C)C.CCCCN(CCO)S(=O)(=O)F
E_LUMO: 0.5 eV

Last column: Mulliken charge in e.
Cartesian coordinates (Å):
C (-1.49, -0.33, 2.32)  -0.992
N (-0.47, -1.27, 1.90)  0.247
C (0.75, -0.57, 1.49)  -1.019
P (-0.84, -2.64, 1.01)  0.517
O (0.34, -3.53, 1.04)  -0.899
N (-2.02, -3.50, 1.93)  0.231
C (-2.05, -3.32, 3.37)  -0.932
C (-2.01, -4.92, 1.59)  -1.203
N (-1.91, -2.01, -0.17)  0.291
C (-3.32, -2.40, -0.22)  -0.952
C (-1.32, -2.07, -1.52)  -0.904
H (-1.78, 0.36, 1.52)  0.265
H (-1.11, 0.27, 3.15)  0.276
H (-2.38, -0.82, 2.69)  0.281
H (0.59, 0.01, 0.57)  0.337
H (1.55, -1.29, 1.31)  0.345
H (1.07, 0.11, 2.27)  0.295
H (-1.06, -3.39, 3.84)  0.316
H (-2.69, -4.09, 3.81)  0.380
H (-2.49, -2.37, 3.65)  0.222
H (-1.19, -5.46, 2.06)  0.323
H (-1.92, -5.06, 0.51)  0.343
H (-2.96, -5.37, 1.90)  0.391
H (-3.48, -3.46, -0.44)  0.283
H (-3.78, -1.80, -1.00)  0.388
H (-3.82, -2.16, 0.72)  0.273
H (-1.27, -3.10, -1.90)  0.362
H (-0.30, -1.67, -1.50)  0.046
H (-1.89, -1.46, -2.22)  0.470
C (2.33, -3.95, -6.83)  -0.956
N (2.24, -2.53, -6.54)  0.184
C (2.27, -1.74, -7.77)  -1.087
P (3.03, -1.84, -5.23)  0.442
O (2.46, -0.49, -5.05)  -0.884
N (2.51, -2.70, -3.84)  0.379
C (1.21, -3.36, -3.87)  -0.915
C (2.65, -1.90, -2.63)  -1.231
N (4.58, -2.55, -5.36)  0.215
C (5.08, -3.47, -4.34)  -0.903
C (5.63, -1.56, -5.69)  -1.006
H (3.27, -4.21, -7.35)  0.319
H (1.50, -4.23, -7.48)  0.359
H (2.26, -4.56, -5.94)  0.245
H (3.24, -1.79, -8.27)  0.337
H (2.05, -0.70, -7.55)  0.330
H (1.50, -2.10, -8.46)  0.351
H (0.41, -2.71, -4.26)  0.336
H (0.93, -3.67, -2.86)  0.320
H (1.22, -4.27, -4.46)  0.154
H (1.84, -1.16, -2.53)  0.270
H (3.59, -1.35, -2.64)  0.398
H (2.65, -2.55, -1.76)  0.412
H (5.22, -3.01, -3.36)  0.278
H (6.05, -3.84, -4.69)  0.399
H (4.42, -4.33, -4.23)  0.240
H (5.85, -0.90, -4.85)  0.334
H (5.30, -0.94, -6.53)  0.320
H (6.54, -2.07, -5.99)  0.357
C (-4.51, 7.02, 3.71)  -1.215
C (-3.15, 7.73, 3.77)  -0.306
C (-1.91, 6.81, 3.88)  -0.528
C (-2.20, 5.37, 4.27)  -0.979
N (-0.93, 4.56, 4.21)  0.042
C (-0.71, 3.79, 5.47)  -0.702
C (-0.07, 4.62, 6.58)  -0.611
O (-0.55, 5.95, 6.56)  -0.452
S (-1.10, 3.40, 3.05)  1.142
O (0.17, 2.87, 2.71)  -0.559
O (-2.14, 2.48, 3.36)  -0.570
F (-1.57, 4.24, 1.83)  -0.258
H (-4.70, 6.43, 4.60)  0.289
H (-4.53, 6.35, 2.84)  0.290
H (-5.30, 7.75, 3.55)  0.403
H (-3.13, 8.42, 4.62)  0.328
H (-3.03, 8.34, 2.87)  0.268
H (-1.20, 7.23, 4.59)  0.152
H (-1.40, 6.79, 2.92)  0.299
H (-2.60, 5.31, 5.28)  0.420
H (-2.96, 4.93, 3.63)  0.663
H (0.00, 2.99, 5.24)  0.538
H (-1.62, 3.29, 5.81)  0.379
H (-0.36, 4.15, 7.53)  0.309
H (1.02, 4.58, 6.52)  0.370
H (-0.12, 6.42, 7.28)  0.310


The following is a quantum chemistry calculation of an isolated ion of composition C8H9N2O2 and charge +1 at a distorted geometry, from the OMol25 dataset.

Charge: +1
E_tot: -15506.3534 eV
SMILES: C1=[NH+][C@@H](Oc2ccccc2)NO1
E_LUMO: -4.7 eV
ΔE to the lowest compared entry with this formula, charge and spin: 4.2877 eV

Last column: Mulliken charge in e.
Cartesian coordinates (Å):
C (3.84, 0.55, 0.30)  0.091
N (2.57, 0.98, 0.52)  -0.040
C (1.60, -0.09, 0.18)  -0.119
O (0.59, 0.29, -0.69)  -0.498
C (-0.77, 0.13, -0.35)  0.419
C (-1.27, -1.13, -0.12)  0.035
C (-2.61, -1.30, 0.22)  -0.606
C (-3.49, -0.23, 0.13)  -0.544
C (-2.97, 1.06, -0.14)  -0.366
C (-1.67, 1.22, -0.35)  -0.565
N (2.58, -1.06, -0.33)  -0.078
O (3.84, -0.65, -0.19)  -0.170
H (4.70, 1.10, 0.61)  0.413
H (2.39, 1.98, 0.54)  0.318
H (1.06, -0.68, 0.91)  0.489
H (-0.66, -2.04, -0.18)  0.435
H (-3.10, -2.28, 0.08)  0.296
H (-4.42, -0.35, 0.55)  0.444
H (-3.47, 1.99, -0.23)  0.369
H (-1.28, 2.17, -0.34)  0.396
H (2.53, -1.67, -1.10)  0.282


The following is a quantum chemistry calculation of one molecule with the formula C3H2N2OS at a distorted geometry, from the OMol25 dataset.

E_tot: -19003.4867 eV
SMILES: S=Cc1conn1
E_LUMO: -1.3 eV
ΔE to the lowest compared entry with this formula, charge and spin: 2.0656 eV

Last column: Mulliken charge in e.
Cartesian coordinates (Å):
S (-2.60, -0.29, -0.04)  -0.224
C (-1.31, 0.76, 0.02)  -0.351
C (0.00, 0.26, 0.02)  0.287
C (0.44, -1.01, -0.02)  0.021
O (1.77, -0.98, -0.01)  -0.099
N (2.17, 0.34, -0.06)  -0.168
N (1.16, 1.06, -0.03)  -0.247
H (-1.58, 1.81, 0.05)  0.358
H (-0.06, -1.94, 0.07)  0.424


The following is a quantum chemistry calculation of one molecule with the formula C12H17NO2S2, from the OMol25 dataset.

E_tot: -39974.7869 eV
SMILES: O=S(=O)(CCN1CCSCC1)c1ccccc1
E_LUMO: 0.5 eV
ΔE to the lowest compared entry with this formula, charge and spin: 0.3675 eV

Last column: Mulliken charge in e.
Cartesian coordinates (Å):
O (0.84, 1.58, -2.71)  -0.683
S (1.09, 0.18, -2.47)  1.466
O (1.71, -0.58, -3.52)  -0.713
C (-0.50, -0.65, -2.08)  -1.089
C (-1.52, 0.30, -1.49)  -0.730
N (-1.87, -0.06, -0.12)  0.032
C (-0.82, 0.30, 0.82)  0.329
C (-1.04, -0.37, 2.17)  -0.956
S (-2.54, 0.28, 2.97)  -0.168
C (-3.64, -0.13, 1.58)  -0.818
C (-3.15, 0.51, 0.29)  -0.609
C (2.12, 0.04, -1.01)  -0.383
C (2.62, -1.20, -0.66)  -0.130
C (3.40, -1.32, 0.47)  -0.698
C (3.68, -0.20, 1.24)  -0.391
C (3.19, 1.04, 0.87)  -0.650
C (2.41, 1.17, -0.26)  -0.023
H (-0.81, -1.05, -3.04)  0.444
H (-0.27, -1.48, -1.41)  0.509
H (-1.13, 1.32, -1.56)  0.458
H (-2.44, 0.25, -2.08)  0.462
H (0.13, -0.05, 0.42)  -0.429
H (-0.76, 1.39, 0.96)  0.285
H (-0.21, -0.15, 2.84)  0.424
H (-1.16, -1.44, 2.06)  0.383
H (-4.63, 0.25, 1.84)  0.427
H (-3.67, -1.22, 1.48)  0.352
H (-3.88, 0.30, -0.50)  0.419
H (-3.08, 1.60, 0.42)  0.334
H (2.40, -2.05, -1.29)  0.443
H (3.80, -2.28, 0.76)  0.400
H (4.30, -0.30, 2.13)  0.403
H (3.42, 1.91, 1.47)  0.406
H (2.01, 2.12, -0.58)  0.492


The following is a quantum chemistry calculation of one molecule with the formula C2F3N at a distorted geometry, from the OMol25 dataset.

E_tot: -11713.1665 eV
SMILES: FC1=NC1(F)F
E_LUMO: 0.6 eV
ΔE to the lowest compared entry with this formula, charge and spin: 2.6864 eV

Last column: Mulliken charge in e.
Cartesian coordinates (Å):
F (2.08, 0.04, -0.55)  -0.154
C (0.96, 0.06, 0.01)  0.111
N (0.29, 0.00, 1.14)  -0.458
C (-0.67, -0.07, -0.01)  0.900
F (-1.25, 1.10, -0.29)  -0.209
F (-1.41, -1.12, -0.30)  -0.191


The following is a quantum chemistry calculation of one molecule with the formula C19H18FN3O3S at a distorted geometry, from the OMol25 dataset.

E_tot: -44161.6655 eV
SMILES: CCOC(=O)c1cc(-c2ccc(F)cc2)n(CC(=O)Nc2nccs2)c1C
E_LUMO: 0.4 eV
ΔE to the lowest compared entry with this formula, charge and spin: 0.0000 eV

Last column: Mulliken charge in e.
Cartesian coordinates (Å):
C (-2.76, -4.66, -0.57)  -1.098
C (-1.51, -4.49, -1.43)  -0.263
O (-0.93, -3.20, -1.26)  -0.344
C (-0.12, -3.04, -0.20)  0.052
O (0.13, -3.92, 0.59)  -0.680
C (0.38, -1.67, -0.12)  0.717
C (0.09, -0.62, -1.03)  -0.427
C (0.77, 0.49, -0.59)  -0.465
C (0.84, 1.80, -1.24)  0.373
C (-0.33, 2.38, -1.74)  -0.336
C (-0.29, 3.61, -2.37)  -0.924
C (0.93, 4.25, -2.51)  0.407
F (0.98, 5.45, -3.12)  -0.343
C (2.11, 3.68, -2.04)  -0.746
C (2.05, 2.46, -1.41)  0.205
N (1.45, 0.15, 0.56)  0.005
C (2.12, 1.07, 1.44)  -0.755
C (1.52, 2.47, 1.48)  0.306
O (2.21, 3.46, 1.48)  -0.622
N (0.15, 2.59, 1.54)  0.065
C (-0.84, 1.64, 1.61)  0.537
N (-1.95, 1.75, 0.98)  -0.563
C (-2.80, 0.74, 1.27)  -0.665
C (-2.35, -0.16, 2.17)  -0.194
S (-0.78, 0.27, 2.71)  -0.107
C (1.23, -1.16, 0.85)  0.370
C (1.86, -1.85, 2.00)  -1.611
H (-3.48, -3.87, -0.80)  0.291
H (-2.50, -4.61, 0.48)  0.302
H (-3.22, -5.62, -0.77)  0.386
H (-1.75, -4.56, -2.49)  0.315
H (-0.77, -5.26, -1.16)  0.317
H (-0.52, -0.70, -1.90)  0.672
H (-1.27, 1.88, -1.60)  0.404
H (-1.18, 4.07, -2.75)  0.443
H (3.04, 4.20, -2.18)  0.447
H (2.97, 2.00, -1.07)  0.445
H (2.07, 0.67, 2.46)  0.505
H (3.17, 1.19, 1.18)  0.300
H (-0.18, 3.53, 1.37)  0.299
H (-3.76, 0.71, 0.78)  0.448
H (-2.83, -1.04, 2.55)  0.504
H (1.60, -2.90, 1.95)  0.380
H (2.94, -1.74, 1.96)  0.333
H (1.50, -1.46, 2.95)  0.319


The following is a quantum chemistry calculation of one molecule with the formula C5H8N2 at a distorted geometry, from the OMol25 dataset.

E_tot: -8292.7296 eV
SMILES: Cc1cn(C)cn1
E_LUMO: 0.8 eV
ΔE to the lowest compared entry with this formula, charge and spin: 2.2667 eV

Last column: Mulliken charge in e.
Cartesian coordinates (Å):
C (0.15, -1.28, -1.69)  -1.139
C (-0.88, -1.08, -0.57)  0.519
C (-0.09, -0.86, 0.52)  -0.514
N (-0.28, 0.42, 0.92)  0.105
C (0.81, 1.23, 1.44)  -0.885
C (-1.31, 0.89, 0.14)  -0.093
N (-1.73, 0.03, -0.73)  -0.632
H (-0.34, -1.10, -2.63)  0.336
H (0.92, -0.49, -1.58)  0.278
H (0.68, -2.23, -1.65)  0.294
H (0.74, -1.48, 0.83)  0.381
H (1.59, 1.39, 0.68)  0.313
H (0.42, 2.20, 1.75)  0.329
H (1.26, 0.71, 2.29)  0.310
H (-1.68, 1.91, 0.27)  0.396


The following is a quantum chemistry calculation of a 3-piece molecular cluster, C4H11NO3 overall at a distorted geometry, from the OMol25 dataset.

Charge: +1
E_tot: -11941.9751 eV
Multiplicity: 2
⟨S²⟩: 1.750
E_LUMO (alpha / beta): -7.9 / -8.7 eV
ΔE to the lowest compared entry with this formula, charge and spin: 9.0660 eV

Last column: Mulliken spin population.
Cartesian coordinates (Å):
C (0.93, 0.00, -1.31)  -0.013
O (1.31, 1.41, -1.22)  0.873
C (-0.20, -0.27, -0.12)  0.103
C (-1.28, -1.11, -0.75)  0.094
C (-2.58, -0.70, -0.73)  0.166
O (-1.77, 0.29, 1.72)  -0.990
N (0.37, -0.87, 0.99)  0.599
H (0.64, -0.31, -2.43)  -0.003
H (1.89, -0.56, -0.91)  0.030
H (3.25, 1.26, 1.12)  -0.002
H (-0.62, 0.75, -0.03)  0.027
H (-2.75, 0.14, 0.04)  0.017
H (-0.88, -2.10, -0.94)  -0.003
H (-3.34, -1.18, -1.27)  0.006
H (-0.35, -0.45, 1.68)  0.007
H (-2.08, 0.45, 2.62)  0.025
H (1.24, -0.41, 1.33)  0.018
H (2.14, 1.16, -0.17)  -0.003
O (2.59, 0.78, 0.68)  0.050


The following is a quantum chemistry calculation of a 4-piece molecular cluster, C3H15NO3 overall at a distorted geometry, from the OMol25 dataset.

E_tot: -10986.1030 eV
SMILES: CCCN.O.O.O
E_LUMO: 0.4 eV
ΔE to the lowest compared entry with this formula, charge and spin: 1.5077 eV

Last column: Mulliken charge in e.
Cartesian coordinates (Å):
C (-2.52, -0.98, 1.12)  -1.208
C (-1.61, 0.13, 1.58)  -0.365
C (-0.10, -0.29, 1.78)  -0.456
N (0.79, 0.07, 0.66)  -0.720
H (-2.51, -1.90, 1.72)  0.333
H (-3.55, -0.55, 1.08)  0.327
H (-2.43, -1.42, 0.12)  0.331
H (-2.01, 0.50, 2.50)  0.312
H (-1.57, 1.04, 0.95)  0.289
H (0.25, 0.02, 2.75)  0.386
H (-0.06, -1.44, 1.73)  0.253
H (0.26, 0.13, -0.22)  0.251
H (0.85, 1.09, 0.71)  0.271
O (3.16, 0.78, -2.20)  -0.627
H (3.35, -0.15, -2.36)  0.324
H (2.21, 0.90, -2.31)  0.285
O (2.22, -1.78, -0.59)  -0.729
H (3.01, -1.61, -0.08)  0.306
H (1.53, -1.24, -0.09)  0.432
O (-0.40, 1.85, -3.11)  -0.633
H (-1.17, 2.39, -2.90)  0.314
H (0.30, 2.46, -2.84)  0.323


The following is a quantum chemistry calculation of C30H32F3O4SSb2Ti as an isolated structure, from the OMol25 dataset.

Charge: +3
E_tot: -94970.0246 eV
E_LUMO: -10.6 eV
ΔE to the lowest compared entry with this formula, charge and spin: 0.0000 eV

Last column: Mulliken charge in e.
Cartesian coordinates (Å):
Ti (1.18, -2.11, 0.37)  0.155
C (1.78, 3.06, -0.37)  -1.013
C (1.00, 4.18, 0.32)  -0.480
C (0.64, 3.88, 1.78)  -1.153
Sb (-0.49, 2.08, 2.25)  0.600
C (-0.69, -2.14, -0.07)  2.127
C (-1.63, -1.72, 0.89)  -0.453
C (-2.97, -1.97, 0.68)  -0.752
C (-3.38, -2.62, -0.48)  -0.617
C (-2.46, -3.04, -1.44)  -0.968
C (-1.11, -2.81, -1.24)  -0.663
C (-2.38, 2.56, 1.46)  0.324
C (-2.65, 3.70, 0.71)  -0.033
C (-3.93, 3.95, 0.25)  -0.764
C (-4.96, 3.06, 0.54)  -0.549
C (-4.71, 1.92, 1.31)  -0.694
C (-3.42, 1.68, 1.76)  -0.638
Sb (0.52, 1.35, -0.30)  0.691
C (1.86, -0.25, -0.87)  -1.073
C (1.63, -0.86, -2.12)  0.274
C (2.65, -1.54, -2.77)  -1.032
C (3.90, -1.66, -2.18)  -0.490
C (4.14, -1.10, -0.93)  -1.077
C (3.14, -0.39, -0.28)  0.688
C (-0.84, 1.43, -1.89)  0.753
C (-2.14, 0.96, -1.70)  -0.196
C (-3.05, 1.05, -2.73)  -1.098
C (-2.67, 1.62, -3.95)  -0.711
C (-1.38, 2.09, -4.13)  -0.822
C (-0.46, 2.00, -3.10)  -0.506
H (2.72, 2.83, 0.14)  0.508
H (2.01, 3.30, -1.41)  0.577
H (0.11, 4.41, -0.26)  0.114
H (1.61, 5.08, 0.31)  0.554
H (0.04, 4.69, 2.20)  0.579
H (1.54, 3.81, 2.39)  0.506
H (-1.32, -1.20, 1.80)  0.342
H (-3.70, -1.67, 1.42)  0.520
H (-4.43, -2.83, -0.63)  0.481
H (-2.79, -3.55, -2.33)  0.525
H (-0.39, -3.16, -1.97)  0.543
H (-1.87, 4.42, 0.49)  0.324
H (-4.14, 4.84, -0.32)  0.462
H (-5.96, 3.26, 0.20)  0.471
H (-5.52, 1.25, 1.57)  0.469
H (-3.24, 0.81, 2.39)  0.552
H (0.66, -0.73, -2.60)  0.620
H (2.47, -1.97, -3.75)  0.520
H (4.69, -2.18, -2.70)  0.515
H (5.12, -1.18, -0.48)  0.524
H (3.37, 0.13, 0.65)  0.680
H (-2.44, 0.55, -0.74)  0.555
H (-4.06, 0.70, -2.59)  0.525
H (-3.39, 1.69, -4.75)  0.467
H (-1.10, 2.54, -5.08)  0.470
H (0.55, 2.39, -3.26)  0.436
C (2.18, -1.14, 4.52)  -1.550
C (2.47, -0.85, 3.07)  -0.049
O (1.31, -1.35, 2.23)  -0.051
H (3.02, -0.77, 5.11)  0.455
H (2.10, -2.21, 4.71)  0.452
H (1.28, -0.63, 4.86)  0.390
H (3.35, -1.37, 2.70)  0.280
H (2.52, 0.21, 2.85)  0.220
H (0.77, -1.90, 2.82)  0.318
F (4.17, -3.45, 1.17)  -0.191
C (3.82, -4.69, 0.82)  0.689
F (3.96, -5.50, 1.83)  -0.161
F (4.52, -5.07, -0.22)  -0.166
S (2.03, -4.62, 0.35)  1.195
O (1.52, -5.89, 0.03)  -0.485
O (1.38, -3.83, 1.45)  -0.522
O (1.98, -3.55, -0.74)  -0.494


The following is a quantum chemistry calculation of one molecule with the formula C4H6N2 at a distorted geometry, from the OMol25 dataset.

E_tot: -7222.4513 eV
SMILES: Cc1cn[nH]c1
E_LUMO: 1.1 eV
ΔE to the lowest compared entry with this formula, charge and spin: 3.1397 eV

Last column: Mulliken charge in e.
Cartesian coordinates (Å):
C (-1.68, -0.39, -0.07)  -1.126
C (-0.21, -0.04, -0.03)  0.604
C (0.39, 1.18, 0.37)  -0.380
N (1.69, 1.15, 0.14)  -0.656
N (1.94, -0.08, -0.33)  0.196
C (0.83, -0.88, -0.51)  -0.430
H (-2.14, 0.21, -0.86)  0.286
H (-1.84, -1.44, -0.32)  0.332
H (-2.21, -0.16, 0.86)  0.313
H (-0.08, 2.07, 0.77)  0.450
H (2.89, -0.33, -0.53)  0.208
H (0.41, -1.30, 0.50)  0.203


The following is a quantum chemistry calculation of one molecule with the formula C5H9NO at a distorted geometry, from the OMol25 dataset.

E_tot: -8861.9564 eV
SMILES: CC(C)/C=C/N=O
E_LUMO (alpha / beta): -0.2 / 0.0 eV
ΔE to the lowest compared entry with this formula, charge and spin: 7.2562 eV

Last column: Mulliken charge in e.
Cartesian coordinates (Å):
C (-0.39, -1.63, -0.05)  -1.247
C (-0.51, -0.05, -0.09)  0.619
C (-1.65, 0.24, 0.90)  -1.631
C (0.67, 0.69, 0.31)  -0.680
C (1.40, 1.31, -1.04)  -0.307
N (2.58, 0.89, -1.06)  0.219
O (3.58, 0.74, -0.41)  -0.469
H (0.27, -1.85, -0.85)  0.357
H (-1.49, -1.90, -0.17)  0.370
H (0.12, -1.75, 0.89)  0.312
H (-0.97, 0.33, -1.12)  0.209
H (-1.33, 0.39, 1.85)  0.442
H (-2.15, 1.24, 0.69)  0.341
H (-2.32, -0.49, 0.98)  0.504
H (1.25, 0.31, 1.05)  0.520
H (0.93, 1.52, -1.90)  0.438


> Which of these has the lowest E_tot?

C30H32F3O4SSb2Ti